# 1
{
  "formula": "C28H55IN2O8P",
  "method": "ωB97M-V/def2-TZVPD",
  "species": ["C", "O", "C", "C", "C", "C", "C", "C", "C", "C", "C", "C", "C", "C", "C", "O", "C", "N", "C", "C", "C", "C", "O", "O", "C", "C", "C", "C", "I", "C", "O", "O", "P", "N", "H", "H", "H", "H", "H", "H", "H", "H", "H", "H", "H", "H", "H", "H", "H", "H", "H", "H", "H", "H", "H", "H", "H", "H", "H", "H", "H", "H", "H", "H", "H", "H", "H", "H", "H", "H", "H", "H", "H", "H", "H", "H", "H", "H", "H", "H", "H", "H", "H", "O", "C", "O", "C", "C", "C", "H", "H", "H", "H", "H", "H"],
  "positions_angstrom": [[0.263, 2.155, 5.385], [-0.439, 3.378, 5.472], [-1.692, 3.358, 4.810], [-1.559, 3.567, 3.293], [-1.892, 4.994, 2.840], [-0.824, 6.038, 3.264], [0.074, 6.485, 2.108], [0.795, 5.319, 1.412], [2.019, 5.771, 0.580], [2.132, 5.098, -0.802], [3.317, 4.144, -0.899], [3.215, 2.916, 0.025], [2.463, 1.755, -0.650], [1.452, 0.966, 0.194], [0.385, 1.890, 0.758], [0.932, 0.005, -0.729], [-0.120, -0.798, -0.276], [-1.356, -0.381, -1.014], [0.163, -2.330, -0.393], [-0.464, -3.011, -1.599], [0.062, -2.527, -2.951], [-0.788, -3.030, -4.127], [-0.132, -4.071, -4.869], [-0.341, -2.877, 0.837], [-1.731, -2.996, 0.958], [-2.049, -3.293, 2.428], [-1.301, -2.347, 3.378], [-2.143, -1.910, 4.587], [0.498, -3.266, 4.115], [1.717, -2.684, -0.400], [2.393, -2.162, -1.301], [2.090, -3.455, 0.485], [2.323, 0.025, 1.554], [3.600, 0.733, 2.160], [0.799, 2.053, 4.439], [-0.409, 1.303, 5.518], [0.993, 2.138, 6.192], [-2.275, 4.166, 5.251], [-2.198, 2.409, 5.013], [-2.198, 2.864, 2.759], [-0.519, 3.368, 3.043], [-1.939, 4.979, 1.750], [-2.870, 5.277, 3.226], [-1.356, 6.912, 3.640], [-0.215, 5.610, 4.060], [-0.547, 7.016, 1.382], [0.841, 7.162, 2.488], [1.134, 4.647, 2.202], [0.090, 4.800, 0.768], [1.978, 6.853, 0.478], [2.912, 5.500, 1.142], [1.219, 4.571, -1.084], [2.269, 5.876, -1.558], [3.414, 3.771, -1.922], [4.247, 4.673, -0.682], [2.814, 3.175, 1.001], [4.229, 2.573, 0.216], [1.852, 2.156, -1.463], [3.158, 1.026, -1.062], [-0.493, 1.366, 1.134], [0.774, 2.488, 1.580], [0.052, 2.581, -0.021], [-0.321, -0.644, 0.786], [-2.080, -0.149, -0.341], [-1.133, 0.502, -1.461], [-0.265, -4.082, -1.498], [-1.550, -2.897, -1.611], [1.065, -2.920, -3.094], [0.125, -1.442, -2.964], [-0.963, -2.194, -4.810], [-1.733, -3.452, -3.797], [0.690, -3.708, -5.203], [-2.090, -3.835, 0.356], [-2.273, -2.083, 0.682], [-1.804, -4.327, 2.656], [-3.119, -3.136, 2.575], [-0.970, -1.458, 2.849], [-2.083, -2.652, 5.381], [-1.745, -0.983, 4.997], [-3.185, -1.768, 4.301], [2.569, -1.260, 1.053], [1.295, -0.128, 2.520], [4.399, 0.119, 2.068], [-3.419, -8.737, -7.008], [-2.500, -7.982, -7.138], [-2.612, -6.814, -7.813], [-1.331, -6.160, -7.895], [-0.517, -6.728, -6.742], [-1.078, -8.146, -6.632], [-0.895, -6.392, -8.870], [-1.480, -5.086, -7.819], [0.556, -6.685, -6.915], [-0.729, -6.167, -5.833], [-0.563, -8.850, -7.288], [-1.079, -8.529, -5.616]],
  "mulliken_charge": [-0.29, -0.38, -0.83, 0.97, -1.17, -0.86, -1.34, 0.78, -1.11, -0.55, -1.50, -0.25, -1.38, 1.02, -0.52, -0.49, -0.59, -0.43, 2.57, -2.08, 0.11, -0.75, -0.47, -0.25, -0.25, -1.14, 0.45, -1.16, 0.10, -0.60, -0.66, -0.69, 1.00, -1.03, 0.10, 0.10, 0.28, 0.41, 0.25, 0.41, -0.70, 0.46, 0.49, 0.31, 0.46, 0.35, 0.48, 0.09, 0.02, 0.49, 0.37, 0.37, 0.42, 0.38, 0.44, 0.25, 0.52, 0.38, 0.69, 0.18, -0.15, 0.17, -0.38, 0.35, 0.35, 0.54, 0.52, 0.43, 0.11, 0.27, 0.33, 0.27, 0.33, 0.20, 0.38, 0.39, -0.26, 0.40, 0.10, 0.39, -0.02, -0.19, 0.26, -0.58, 0.52, -0.35, -0.46, -0.15, -0.46, 0.24, 0.30, 0.39, 0.02, 0.25, 0.30],
  "orbital_gap_ha": 0.2682,
  "total_charge": -1,
  "e_above_lowest_ev": 0.000,
  "lumo_ha": 0.0850,
  "homo_ev": -4.98
}


# 2
{
  "formula": "C4H9InNOSSn",
  "method": "ωB97M-V/def2-TZVPD",
  "species": ["C", "C", "C", "O", "In", "N", "C", "S", "H", "H", "H", "H", "H", "H", "H", "H", "H", "Sn"],
  "positions_angstrom": [[-1.428, 2.066, 1.319], [-1.848, 0.874, 0.242], [-0.422, 0.472, -0.532], [0.373, -0.273, 0.460], [1.276, -1.981, -0.353], [3.423, -1.619, -0.313], [3.633, -0.587, -1.237], [3.783, 0.225, -2.761], [-1.615, 3.131, 0.836], [-2.087, 1.912, 2.297], [-0.284, 1.965, 1.646], [-2.117, -0.089, 0.886], [-2.698, 1.189, -0.501], [-0.599, -0.088, -1.544], [0.166, 1.488, -0.744], [0.889, -2.255, -2.113], [0.789, -3.459, 0.541], [-1.233, -2.970, 1.869]],
  "mulliken_charge": [-0.90, 0.17, -0.50, -0.50, 0.87, -0.56, 0.25, -0.13, 0.28, 0.30, 0.23, -0.29, 0.35, 0.34, 0.26, -0.13, -0.20, 1.16],
  "orbital_gap_ha": 0.1164,
  "total_charge": 1,
  "lumo_ha": -0.2968,
  "homo_ev": -11.24
}


# 3
{
  "formula": "C12H23IMnN6S",
  "method": "ωB97M-V/def2-TZVPD",
  "species": ["Mn", "C", "C", "N", "C", "C", "N", "C", "C", "N", "H", "H", "H", "H", "H", "H", "H", "H", "H", "H", "H", "H", "H", "H", "H", "I", "C", "C", "C", "C", "N", "C", "H", "H", "H", "H", "N", "C", "N", "S", "H", "H", "H", "H"],
  "positions_angstrom": [[-0.161, 0.102, 0.359], [-0.513, -2.471, 1.898], [-0.862, -1.263, 2.745], [0.044, -0.127, 2.380], [1.475, -0.295, 2.809], [2.383, 0.176, 1.692], [1.906, -0.404, 0.398], [2.102, -1.886, 0.282], [0.839, -2.575, -0.219], [-0.370, -2.038, 0.468], [-1.301, -3.218, 1.994], [0.411, -2.952, 2.215], [-0.799, -1.474, 3.813], [-1.883, -0.937, 2.532], [-0.331, 0.707, 2.833], [1.638, -1.342, 3.057], [1.662, 0.279, 3.715], [3.424, -0.084, 1.890], [2.328, 1.263, 1.598], [2.438, 0.047, -0.342], [2.419, -2.273, 1.248], [2.912, -2.097, -0.416], [0.923, -3.654, -0.077], [0.712, -2.397, -1.286], [-1.181, -2.382, -0.041], [-2.248, -1.851, -4.780], [-1.007, -0.577, -3.745], [-0.125, 0.291, -4.388], [0.689, 1.126, -3.636], [0.629, 1.063, -2.260], [-0.210, 0.218, -1.631], [-1.026, -0.567, -2.358], [-0.081, 0.320, -5.470], [1.368, 1.820, -4.113], [1.250, 1.704, -1.644], [-1.734, -1.182, -1.818], [-1.172, 4.166, 0.192], [-2.121, 3.253, 0.140], [-3.324, 3.534, -0.305], [-1.881, 1.620, 0.741], [-1.329, 5.118, -0.115], [-0.270, 3.950, 0.577], [-3.584, 4.468, -0.598], [-4.039, 2.823, -0.335]],
  "nbo_charge": [1.42, -0.26, -0.24, -0.64, -0.26, -0.23, -0.68, -0.26, -0.24, -0.70, 0.27, 0.23, 0.27, 0.23, 0.43, 0.23, 0.27, 0.26, 0.22, 0.42, 0.23, 0.27, 0.26, 0.23, 0.42, 0.36, -0.19, -0.11, -0.20, 0.02, -0.56, 0.00, 0.28, 0.28, 0.21, 0.22, -0.72, 0.42, -0.70, -0.21, 0.44, 0.43, 0.44, 0.45],
  "orbital_gap_ha": [0.2018, 0.2463],
  "total_charge": 3,
  "e_above_lowest_ev": 0.000,
  "lumo_ha": [-0.4347, -0.3901],
  "homo_ev": [-17.32, -17.32],
  "spin_multiplicity": 5
}


What did the third record say?
{
  "formula": "C12H23IMnN6S",
  "method": "ωB97M-V/def2-TZVPD",
  "species": ["Mn", "C", "C", "N", "C", "C", "N", "C", "C", "N", "H", "H", "H", "H", "H", "H", "H", "H", "H", "H", "H", "H", "H", "H", "H", "I", "C", "C", "C", "C", "N", "C", "H", "H", "H", "H", "N", "C", "N", "S", "H", "H", "H", "H"],
  "positions_angstrom": [[-0.161, 0.102, 0.359], [-0.513, -2.471, 1.898], [-0.862, -1.263, 2.745], [0.044, -0.127, 2.380], [1.475, -0.295, 2.809], [2.383, 0.176, 1.692], [1.906, -0.404, 0.398], [2.102, -1.886, 0.282], [0.839, -2.575, -0.219], [-0.370, -2.038, 0.468], [-1.301, -3.218, 1.994], [0.411, -2.952, 2.215], [-0.799, -1.474, 3.813], [-1.883, -0.937, 2.532], [-0.331, 0.707, 2.833], [1.638, -1.342, 3.057], [1.662, 0.279, 3.715], [3.424, -0.084, 1.890], [2.328, 1.263, 1.598], [2.438, 0.047, -0.342], [2.419, -2.273, 1.248], [2.912, -2.097, -0.416], [0.923, -3.654, -0.077], [0.712, -2.397, -1.286], [-1.181, -2.382, -0.041], [-2.248, -1.851, -4.780], [-1.007, -0.577, -3.745], [-0.125, 0.291, -4.388], [0.689, 1.126, -3.636], [0.629, 1.063, -2.260], [-0.210, 0.218, -1.631], [-1.026, -0.567, -2.358], [-0.081, 0.320, -5.470], [1.368, 1.820, -4.113], [1.250, 1.704, -1.644], [-1.734, -1.182, -1.818], [-1.172, 4.166, 0.192], [-2.121, 3.253, 0.140], [-3.324, 3.534, -0.305], [-1.881, 1.620, 0.741], [-1.329, 5.118, -0.115], [-0.270, 3.950, 0.577], [-3.584, 4.468, -0.598], [-4.039, 2.823, -0.335]],
  "nbo_charge": [1.42, -0.26, -0.24, -0.64, -0.26, -0.23, -0.68, -0.26, -0.24, -0.70, 0.27, 0.23, 0.27, 0.23, 0.43, 0.23, 0.27, 0.26, 0.22, 0.42, 0.23, 0.27, 0.26, 0.23, 0.42, 0.36, -0.19, -0.11, -0.20, 0.02, -0.56, 0.00, 0.28, 0.28, 0.21, 0.22, -0.72, 0.42, -0.70, -0.21, 0.44, 0.43, 0.44, 0.45],
  "orbital_gap_ha": [0.2018, 0.2463],
  "total_charge": 3,
  "e_above_lowest_ev": 0.000,
  "lumo_ha": [-0.4347, -0.3901],
  "homo_ev": [-17.32, -17.32],
  "spin_multiplicity": 5
}


Which formula does entry 3 have?
C12H23IMnN6S